This record from OMol25 describes 4 unconnected molecules or ions with the total composition C27H33F4NO2P. The level of theory is ωB97M-V/def2-TZVPD.

Cartesian coordinates (Å):
P (-0.906, 3.305, 0.528)
F (0.951, 2.861, 2.514)
F (-3.424, -1.302, -2.181)
F (-4.992, -0.173, 2.219)
F (5.975, -0.375, 1.428)
O (1.188, -2.216, 1.300)
O (-0.331, 4.016, -0.764)
N (0.883, -1.027, 0.758)
C (-2.492, -0.857, -5.657)
C (-6.449, 1.597, 1.666)
C (2.697, 0.013, 2.407)
C (-3.489, 0.639, -3.518)
C (-1.360, -0.477, -0.309)
C (8.541, -2.678, 0.306)
C (-6.544, 0.638, -0.957)
C (-7.263, 1.782, -0.601)
C (7.048, -1.178, 1.447)
C (-3.260, 1.252, -4.749)
C (7.769, -1.328, 2.626)
C (-2.711, -1.467, -4.422)
C (7.421, -1.848, 0.287)
C (-1.277, -1.685, 2.038)
C (1.502, 1.520, 0.417)
C (-5.770, -0.021, -0.002)
C (-0.493, -0.534, 1.114)
C (8.883, -2.167, 2.648)
C (3.178, -0.436, -0.146)
C (9.269, -2.840, 1.485)
C (-3.209, -0.714, -3.365)
C (-2.765, 0.504, -5.818)
C (0.312, 2.102, 1.381)
C (-5.732, 0.463, 1.301)
C (-0.560, 0.851, 1.980)
C (-7.214, 2.263, 0.708)
C (1.968, 0.007, 0.921)
H (-7.863, 2.298, -1.347)
H (-1.196, 4.353, 1.516)
H (-2.396, -1.288, 2.159)
H (4.146, -0.722, 0.489)
H (2.890, -1.434, -0.724)
H (2.961, -1.051, 2.817)
H (-3.883, 1.204, -2.679)
H (1.054, 1.474, -0.687)
H (-0.960, 0.329, -1.060)
H (-6.407, 1.952, 2.690)
H (6.839, -1.718, -0.619)
H (-1.244, -1.571, -0.772)
H (-2.204, 2.676, 0.268)
H (-1.699, 1.198, 1.990)
H (-2.110, -1.439, -6.492)
H (7.459, -0.791, 3.517)
H (-2.497, -2.521, -4.276)
H (2.082, 0.658, 3.200)
H (-2.590, 0.981, -6.780)
H (-0.763, -1.745, 3.109)
H (2.424, 2.253, 0.399)
H (3.732, 0.576, 2.258)
H (3.487, 0.440, -0.867)
H (-5.198, -0.905, -0.263)
H (-0.165, 0.639, 3.083)
H (10.141, -3.491, 1.501)
H (-1.364, -2.723, 1.500)
H (9.449, -2.297, 3.566)
H (8.847, -3.199, -0.599)
H (-6.586, 0.263, -1.977)
H (-7.772, 3.155, 0.982)
H (-3.468, 2.312, -4.876)
H (-2.491, -0.354, -0.019)

- DFT total energy (Ha) = -1994.44257
- spin multiplicity = 2

This record from OMol25 describes a molecular structure, C27H33N2O7S2W. The level of theory is ωB97M-V/def2-TZVPD.

Cartesian coordinates (Å):
W (-0.854, 0.356, -0.647)
S (2.155, 0.877, 0.499)
S (-2.724, -3.048, -2.740)
O (2.188, 0.686, -0.935)
O (0.169, 0.574, -3.177)
O (2.699, 2.077, 1.054)
O (0.407, -1.476, -1.551)
O (-1.428, -1.469, 0.323)
O (-0.714, 2.372, -1.495)
O (-2.588, 0.581, -1.935)
N (-2.070, 1.290, 0.869)
N (0.565, 0.748, 0.872)
C (0.426, 2.771, -2.310)
C (0.251, -2.730, -0.868)
C (-2.671, -1.993, -0.204)
C (3.837, -2.740, 0.934)
C (4.969, -3.956, 2.826)
C (-1.249, 2.733, 4.177)
C (-1.361, 1.671, 1.982)
C (2.965, -0.521, 1.205)
C (-2.007, 2.317, 3.061)
C (4.247, -2.765, 2.267)
C (3.393, -0.514, 2.526)
C (-3.383, 1.481, 0.839)
C (0.749, -1.686, -2.934)
C (-4.092, 2.078, 1.880)
C (0.038, 1.422, 2.003)
C (-3.400, 2.506, 2.982)
C (0.092, 2.496, 4.184)
C (-0.338, -2.425, 0.481)
C (-2.757, 1.797, -2.693)
C (4.018, -1.634, 3.048)
C (-3.482, -0.513, -2.234)
C (-2.899, -1.825, -1.725)
C (3.206, -1.630, 0.402)
C (0.732, 1.843, 3.112)
C (-1.993, 2.871, -1.941)
C (0.480, 1.916, -3.554)
C (1.176, -0.374, -3.528)
H (3.280, 0.364, 3.145)
H (-5.162, 2.201, 1.793)
H (4.043, -3.594, 0.299)
H (-3.818, 2.050, -2.735)
H (-0.722, -3.313, 0.981)
H (1.293, 2.611, -1.679)
H (2.933, -1.596, -0.645)
H (-0.232, 2.238, -4.317)
H (4.354, -1.623, 4.077)
H (0.695, 2.810, 5.025)
H (0.328, 3.832, -2.538)
H (-0.122, -2.099, -3.452)
H (-1.742, 3.230, 5.002)
H (-3.914, 2.990, 3.803)
H (-1.842, 3.749, -2.567)
H (-3.900, 1.163, -0.055)
H (1.799, 1.717, 3.170)
H (0.374, -1.915, 1.128)
H (-2.385, 1.621, -3.703)
H (4.563, -4.887, 2.433)
H (1.248, -0.475, -4.614)
H (1.569, -2.405, -2.995)
H (-2.532, 3.175, -1.046)
H (4.909, -3.983, 3.913)
H (-3.459, -1.476, 0.345)
H (1.227, -3.205, -0.743)
H (-3.628, -0.572, -3.311)
H (-4.443, -0.328, -1.741)
H (6.025, -3.917, 2.553)
H (-2.718, -3.065, -0.018)
H (-0.390, -3.389, -1.456)
H (1.480, 1.983, -3.986)
H (2.136, -0.055, -3.123)

- DFT total energy (Ha) = -2547.72809
- spin multiplicity = 4
- net charge = +2

This record from OMol25 describes C27H33N3O3S in the gas phase. The level of theory is ωB97M-V/def2-TZVPD.

Cartesian coordinates (Å):
S (-2.265, 1.887, -4.991)
O (-2.479, 3.141, -4.333)
O (-0.606, -2.479, 0.336)
O (-1.918, 1.868, -6.380)
N (-1.810, -1.353, 1.878)
N (0.878, -0.486, 3.362)
N (-3.695, 1.024, -4.869)
C (2.170, 2.178, 3.307)
C (3.202, 3.097, 3.322)
C (-1.187, -1.944, 3.038)
C (-0.656, -0.287, -4.611)
C (2.327, -2.088, 2.039)
C (-3.643, 0.359, -2.481)
C (3.813, 2.448, 1.100)
C (-1.060, 0.924, -4.086)
C (-2.630, 0.396, -0.295)
C (1.607, -1.541, -1.854)
C (-2.235, -0.929, -0.440)
C (0.819, 0.382, 2.200)
C (-3.248, -0.967, -2.622)
C (-0.393, -0.916, 3.879)
C (-4.373, 1.069, -3.593)
C (3.185, -0.913, 4.081)
C (-3.319, 1.032, -1.310)
C (-2.538, -1.599, -1.621)
C (1.954, 1.375, 2.193)
C (-0.585, 1.369, -2.870)
C (4.027, 3.235, 2.218)
C (0.294, 0.574, -2.156)
C (0.701, -0.662, -2.652)
C (1.941, -1.490, 3.395)
C (2.781, 1.523, 1.090)
C (-1.467, -1.659, 0.609)
C (0.223, -1.076, -3.892)
H (-2.548, -0.687, 2.039)
H (-3.495, -1.509, -3.524)
H (0.543, -2.026, -4.294)
H (-5.374, 0.643, -3.725)
H (2.372, -0.958, -1.347)
H (2.909, -0.449, 5.025)
H (2.623, 0.912, 0.212)
H (1.572, -2.307, 4.027)
H (-0.523, -2.731, 2.677)
H (2.089, -2.284, -2.483)
H (-3.605, 0.108, -5.278)
H (-2.368, 0.953, 0.594)
H (-1.020, -0.029, 4.026)
H (3.660, -0.163, 3.455)
H (2.975, -2.946, 2.201)
H (1.529, 2.060, 4.168)
H (3.901, -1.707, 4.276)
H (-0.117, 0.949, 2.268)
H (4.833, 3.953, 2.228)
H (-4.470, 2.130, -3.356)
H (0.801, -0.169, 1.249)
H (-0.909, 2.330, -2.505)
H (1.454, -2.422, 1.483)
H (-3.605, 2.068, -1.199)
H (0.664, 0.916, -1.201)
H (-0.219, -1.360, 4.864)
H (-1.021, -0.588, -5.581)
H (-1.962, -2.394, 3.668)
H (1.021, -2.062, -1.097)
H (3.364, 3.712, 4.196)
H (2.872, -1.362, 1.441)
H (-2.214, -2.623, -1.734)
H (4.450, 2.550, 0.234)

- DFT total energy (Ha) = -1836.85336
- SMILES string = Cc1ccc(S(=O)(=O)NCc2ccc(C(=O)NCCN(Cc3ccccc3)C(C)C)cc2)cc1

The evaluated strongest force on any atom for the records listed, in turn: 4.9; 1.3; 0.9 eV/Å.